# 1
Formula: C23H24N5O2V
Source: the OMol25 dataset
Level of theory: the ωB97M-V functional and the def2-TZVPD basis

```
55
Properties=species:S:1:pos:R:3
V -0.3247 0.3479 -0.3400
C -1.5734 -1.1238 2.0839
C -2.1137 -1.8985 0.8990
C -0.9729 -2.5565 0.1749
C -0.9641 -3.9425 -0.0267
C -0.0526 -4.4580 -0.9241
C 0.9234 -3.6179 -1.4522
C 0.9801 -2.3040 -1.0798
N -0.0375 -1.7622 -0.3689
N -0.9948 0.2182 1.6598
C 0.0813 0.5167 2.6599
C 1.4260 0.2793 2.0527
C 2.5764 0.0904 2.8278
C 3.7898 0.1313 2.1911
C 3.8016 0.1641 0.8115
C 2.6317 0.3354 0.1139
N 1.4763 0.4379 0.7379
C -2.0379 1.2563 1.6701
C -1.3436 2.5318 1.2271
C -1.5410 3.7408 1.9058
C -0.7487 4.7793 1.5083
C 0.0495 4.6553 0.3905
C 0.1632 3.4722 -0.2715
N -0.5204 2.4019 0.1778
H -0.8068 -1.6615 2.5173
H -2.3753 -1.0183 2.8359
H -2.6985 -1.2541 0.2210
H -2.7857 -2.6305 1.3753
H -1.7007 -4.5425 0.4607
H -0.1006 -5.4732 -1.2401
H 1.6322 -3.9870 -2.2216
H 1.7412 -1.6074 -1.4208
H -0.0575 -0.0856 3.5654
H 0.0143 1.5387 2.9875
H 2.4962 -0.0477 3.8976
H 4.7103 0.0357 2.8055
H 4.7379 0.0608 0.2070
H 2.6748 0.4970 -0.9594
H -2.5183 1.4336 2.6307
H -2.8471 0.9827 0.9140
H -2.1835 3.8227 2.7496
H -0.7569 5.7151 2.0471
H 0.6572 5.5036 0.1250
H 0.7943 3.3340 -1.1150
O -1.8253 -0.0751 -1.4979
C -1.1136 -0.1399 -2.5846
C -1.4245 -0.7051 -3.9167
C -0.0928 -0.4970 -4.7070
C 0.8947 -0.1277 -3.5548
O 2.0966 -0.1386 -3.5125
N 0.1317 0.2385 -2.4559
H -2.2441 -0.1513 -4.3636
H -1.6920 -1.7210 -3.7749
H -0.1704 0.3958 -5.4010
H 0.1383 -1.3900 -5.2424
```

Its charge is +2. As for the expectation value of S²: 2.010. The HOMO energy (spin up / spin down) comes out at -0.5713 / -0.5711 Ha. As for the multiplicity: 3. Its relative energy (zero: lowest compared OMol25 entry of this formula, charge and spin) is 0.271 eV.



# 2
Formula: C7H11NSe
Source: the OMol25 dataset
Level of theory: the ωB97M-V functional and the def2-TZVPD basis

```
20
Properties=species:S:1:pos:R:3
C -0.4279 -1.6540 -0.0980
C 1.9155 0.3143 -0.0267
C 1.6127 0.2117 -1.5546
C 0.4995 0.5101 0.6082
C 0.0840 0.0455 -1.7369
C -0.4591 -0.2499 -0.3197
C -3.4174 -1.1880 -0.3464
N -0.6334 -2.7759 -0.0030
Se -2.3075 0.5261 -0.1508
H 2.3793 -0.6663 0.3802
H 2.6586 0.9768 0.2797
H 1.9563 1.0592 -2.0753
H 2.3041 -0.5638 -2.0348
H 0.5960 0.0333 1.5900
H 0.1787 1.5008 0.6062
H -0.1910 0.9735 -2.1602
H -0.0650 -0.7616 -2.4856
H -3.6556 -1.2704 -1.3485
H -2.7618 -2.0022 -0.1281
H -4.3667 -0.8844 0.3201
```

As for the SMILES: C[Se]C1(C#N)CCCC1. The HOMO energy comes out at -0.3179 Ha. Its relative energy (zero: lowest compared OMol25 entry of this formula, charge and spin) is 1.316 eV.



# 3
Formula: C4H11InNO
Source: the OMol25 dataset
Level of theory: the ωB97M-V functional and the def2-TZVPD basis

```
18
Properties=species:S:1:pos:R:3
In -16.8788 4.6102 9.2184
C -21.8843 6.1548 9.4927
C -20.4349 5.9624 8.8902
C -19.5454 7.2169 9.2182
O -18.2296 7.0929 8.7737
C -17.8264 8.1837 7.9544
N -19.8034 4.7137 9.2333
H -21.7701 6.0746 10.5763
H -22.5762 5.3786 9.1536
H -22.3015 7.1219 9.1975
H -20.4601 5.9908 7.7932
H -19.4727 7.3919 10.3183
H -19.9781 8.1874 8.9602
H -18.5446 8.3102 7.1272
H -16.8670 8.0232 7.4552
H -17.7003 9.1519 8.4783
H -20.3404 3.9617 8.7536
H -19.9918 4.4558 10.2193
```

Its charge is +3. The HOMO energy comes out at -0.8760 Ha. Its relative energy (zero: lowest compared OMol25 entry of this formula, charge and spin) is 2.248 eV.



Look up the relative energy (zero: lowest compared OMol25 entry of this formula, charge and spin) of the first one. 0.271 eV



Which value of relative energy (zero: lowest compared OMol25 entry of this formula, charge and spin) does entry 2 give? 1.316 eV



relative energy (zero: lowest compared OMol25 entry of this formula, charge and spin) of number 3 (C4H11InNO)? 2.248 eV